Density functional theory data (the ωB97M-V functional and the def2-TZVPD basis) for a molecular structure, C28H39IrN7O5PS3.

```
84
Properties=species:S:1:pos:R:3:forces:R:3
Ir 1.518312 0.521356 0.348810 0.270 -0.894 2.496
C -4.102263 -0.140178 1.485423 -0.002 0.004 0.002
C -3.483130 0.651518 2.627360 0.032 0.012 0.008
N -2.316002 1.424232 2.187377 -0.074 -0.040 0.048
C -2.587311 2.789069 1.735045 0.019 0.001 -0.017
C -2.438695 3.814307 2.847816 0.000 0.001 0.004
C -1.115826 0.848273 2.103369 0.068 0.156 0.091
S 0.218617 1.896951 1.709664 -0.177 0.087 -0.211
N -1.101332 -0.465540 2.392687 -0.046 -0.092 -0.277
C -0.058323 -1.250876 2.208471 -0.012 0.218 0.307
O 1.098625 -0.943498 1.788023 -0.317 -0.352 -0.601
C -0.275664 -2.696415 2.518342 0.097 0.009 0.083
C -1.442175 -3.137949 3.135590 0.000 0.008 0.008
C -1.639072 -4.490123 3.364080 -0.001 -0.001 -0.003
C -0.677472 -5.410526 2.967244 0.005 0.002 0.005
C 0.483549 -4.975341 2.343071 -0.007 0.001 0.004
C 0.685629 -3.621893 2.122357 -0.003 -0.002 0.004
H -4.941948 -0.733887 1.850363 -0.007 0.009 -0.004
H -3.357675 -0.808059 1.052667 -0.002 -0.005 0.007
H -4.471269 0.523298 0.701647 0.003 0.001 -0.005
H -3.172510 -0.013614 3.428534 0.001 0.000 0.001
H -4.197198 1.368272 3.036251 0.000 -0.006 0.015
H -3.609395 2.787747 1.350614 0.004 0.008 -0.013
H -1.914474 3.017935 0.909067 0.007 -0.012 0.001
H -3.123135 3.607576 3.672850 0.004 -0.005 0.003
H -2.653779 4.813296 2.466998 -0.013 -0.002 0.003
H -1.419069 3.807922 3.232323 0.001 0.007 -0.005
H -2.187272 -2.409697 3.423889 -0.001 -0.001 -0.002
H -2.546902 -4.829268 3.846234 0.002 0.000 0.003
H -0.835170 -6.467296 3.142016 -0.004 -0.001 -0.008
H 1.227652 -5.692717 2.021381 0.005 0.001 0.009
H 1.579088 -3.262773 1.629446 -0.006 -0.009 -0.013
N 4.959527 -1.613087 -0.437228 0.005 -0.017 -0.023
C 4.335147 -2.171681 -1.536087 0.047 0.014 0.010
C 3.049094 -1.735156 -1.506025 -0.179 -0.140 0.082
N 2.877548 -0.933747 -0.407940 0.332 0.551 -0.361
C 4.049960 -0.859839 0.196755 -0.137 -0.145 0.197
C 4.156661 -0.001035 1.358758 -0.043 -0.156 -0.071
N 3.117255 0.749915 1.645575 0.328 0.382 -0.335
C 3.416512 1.460961 2.775908 0.046 -0.049 -0.031
C 4.671530 1.120899 3.175668 -0.010 -0.031 0.020
N 5.125771 0.180012 2.272485 0.019 0.074 -0.038
H 5.944948 -1.642163 -0.247475 -0.002 -0.013 0.007
H 4.858257 -2.808392 -2.225342 -0.006 -0.007 0.004
H 2.240609 -1.938239 -2.185226 0.013 0.045 -0.029
H 2.710668 2.140728 3.218191 -0.003 0.012 -0.013
H 5.265824 1.441292 4.011312 0.008 0.006 -0.008
H 6.035901 -0.243804 2.273457 -0.008 -0.018 0.020
O 0.334831 3.262317 -1.055423 -0.054 0.034 -0.014
C 1.505142 3.082337 -1.302242 0.114 -0.071 0.081
C 2.327305 3.951815 -2.234658 -0.006 0.024 0.010
C 3.628893 3.187781 -2.375552 0.044 0.010 -0.012
C 3.561261 2.142573 -1.280392 0.030 0.008 0.045
O 4.521162 1.456725 -0.954834 -0.024 -0.031 -0.009
N 2.301868 2.086891 -0.748244 -0.640 -0.050 -0.611
H 2.459085 4.926782 -1.761975 -0.011 0.005 -0.010
H 1.776975 4.099796 -3.161767 -0.005 -0.022 0.000
H 4.538786 3.777855 -2.283041 -0.011 0.010 0.026
H 3.678831 2.637905 -3.317711 0.009 0.010 -0.002
C -2.842842 -2.245697 -2.408357 -0.015 -0.006 0.001
C -1.512655 -2.756910 -2.930236 -0.005 0.070 -0.011
C -0.798116 -3.669250 -1.950059 0.006 -0.025 -0.006
O -0.614426 -1.698677 -3.358587 0.109 -0.105 0.057
P -0.359481 -0.265080 -2.717159 -0.035 0.150 0.268
S 1.291805 0.500755 -3.362507 0.003 -0.025 -0.488
S -0.461790 -0.393585 -0.662067 0.251 0.467 -0.683
O -1.694447 0.484043 -3.185126 0.022 -0.034 0.019
C -1.964403 1.827612 -2.697761 -0.001 -0.039 -0.020
C -1.693130 2.809873 -3.816913 -0.019 0.006 0.009
C -3.400065 1.831787 -2.218290 -0.017 -0.017 -0.011
H -3.508653 -3.097539 -2.257769 0.004 -0.003 0.002
H -3.302122 -1.559524 -3.117639 -0.004 -0.011 -0.004
H -2.725025 -1.732219 -1.452973 0.003 -0.001 -0.004
H -1.688349 -3.301562 -3.859581 -0.011 -0.001 -0.002
H -0.598754 -3.154184 -1.010980 -0.007 0.000 0.000
H 0.147761 -4.010979 -2.372691 -0.003 -0.002 -0.004
H -1.419381 -4.543310 -1.744550 0.001 -0.002 -0.005
H -1.296220 2.028727 -1.861168 -0.005 0.053 0.029
H -2.226168 2.507706 -4.720729 -0.013 0.022 0.005
H -0.626067 2.850758 -4.030470 0.001 -0.040 -0.041
H -2.027124 3.806616 -3.524411 0.023 0.007 0.011
H -4.072491 1.525100 -3.022660 0.000 0.016 -0.003
H -3.683922 2.833664 -1.890817 0.007 -0.006 0.016
H -3.517696 1.140327 -1.382456 0.002 -0.011 -0.007
```
Positions in Å, forces in eV/Å.

Properties
energy: -3490.38458 hartree
relative energy (zero: lowest compared OMol25 entry of this formula, charge and spin): 12.1 kJ/mol
multiplicity: 1
HOMO-LUMO gap: 7.344 eV
E_LUMO: -0.11 eV

=====

Density functional theory data (the ωB97M-V functional and the def2-TZVPD basis) for a gas-phase ion, CH3IO2P (charge -1).

```
8
Properties=species:S:1:pos:R:3:forces:R:3
C 0.891079 -0.498075 0.098922 -0.463 0.627 -1.539
O -0.691475 1.218642 -1.318238 -0.042 0.450 -2.496
O -0.715868 1.551941 1.213219 0.329 1.082 1.496
P -0.595164 0.678529 0.042605 1.424 -1.018 2.022
I -2.473297 -1.032784 0.157295 -1.860 -1.448 -0.206
H 0.696353 -1.105416 -0.804042 0.074 -0.397 0.707
H 1.557417 0.227851 -0.337950 1.146 0.303 0.216
H 1.330955 -1.040686 0.948187 -0.609 0.401 -0.200
```
Positions in Å, forces in eV/Å.

Properties
expectation value of S²: 2.0106
energy: -829.41363 hartree
relative energy (zero: lowest compared OMol25 entry of this formula, charge and spin): 78.3 kJ/mol
multiplicity: 3
charge: -1
HOMO-LUMO gap (alpha / beta): 3.470 / 5.785 eV
E_LUMO (alpha / beta): 3.40 / -0.04 eV